Record 1
CH3ClN2O2 | ωB97M-V/def2-TZVPD

Last column: natural (NBO) charge in e.
Atoms and positions in Å:
C (-0.082, -0.108, 0.157)  -0.4576
N (-1.011, -1.173, 0.365)  -0.1936
N (-2.161, -1.112, 0.031)  0.5594
O (-3.060, -1.863, 0.168)  -0.3350
O (-2.537, 0.199, -0.724)  -0.4819
Cl (-3.621, 1.078, 0.194)  0.2468
H (-0.067, 0.218, -0.884)  0.2222
H (-0.352, 0.749, 0.777)  0.2192
H (0.900, -0.472, 0.446)  0.2205

Properties
F_max = 1.878 eV/A
Energy = -20677.3654 eV
HOMO-LUMO gap = 10.42 eV
Charge = 0
Relative energy (zero: lowest compared OMol25 entry of this formula, charge and spin) = 347.27 kJ/mol
SMILES = C/N=[N+](/[O-])OCl

---

Record 2
CH3ClN2O2 | ωB97M-V/def2-TZVPD

Last column: natural (NBO) charge in e.
Atoms and positions in Å:
C (-0.372, -0.279, -1.226)  -0.0643
N (-0.683, 0.998, 1.255)  -0.7291
N (0.736, -0.437, -0.437)  0.3602
O (1.730, 0.262, -0.547)  -0.2922
O (0.640, -1.303, 0.517)  -0.4530
Cl (-0.540, -0.391, 1.955)  0.4215
H (-1.275, -0.813, -0.862)  0.2206
H (-0.381, 0.495, -2.037)  0.2172
H (0.144, 1.468, 1.383)  0.3191

Properties
F_max = 5.208 eV/A
Energy = -20674.0501 eV
2S+1 = 3
HOMO-LUMO gap (alpha / beta) = 8.27 / 6.87 eV
Charge = 0
Relative energy (zero: lowest compared OMol25 entry of this formula, charge and spin) = 354.29 kJ/mol

---

Record 3
CH3ClO2P | ωB97M-V/def2-TZVPD

Last column: natural (NBO) charge in e.
Atoms and positions in Å:
C (-0.232, -0.086, 0.010)  -1.0272
O (-2.127, -1.755, 1.252)  -1.0599
O (-1.847, -1.988, -1.251)  -1.0687
P (-1.630, -1.251, -0.014)  2.2867
Cl (-3.090, 1.537, 0.027)  -0.8982
H (-0.272, 0.456, -0.970)  0.2670
H (-0.426, 0.600, 0.826)  0.2755
H (0.688, -0.554, 0.147)  0.2248

Properties
F_max = 2.676 eV/A
Energy = -26995.6485 eV
HOMO-LUMO gap = 8.44 eV
Charge = -1
Relative energy (zero: lowest compared OMol25 entry of this formula, charge and spin) = 72.70 kJ/mol

---

Record 4
CH3ClOS | ωB97M-V/def2-TZVPD

Last column: natural (NBO) charge in e.
Atoms and positions in Å:
C (0.985, 0.783, 1.049)  0.2939
O (2.036, 1.362, 0.920)  -0.4682
H (0.080, 0.840, 0.376)  0.0756
H (0.590, 0.095, 1.853)  0.1013
S (-1.482, -0.302, -1.408)  0.0247
Cl (-1.575, -2.079, -2.402)  -0.1479
H (-0.634, -0.699, -0.388)  0.1206

Properties
F_max = 1.652 eV/A
Energy = -26489.0765 eV
HOMO-LUMO gap = 9.38 eV
Charge = 0
Relative energy (zero: lowest compared OMol25 entry of this formula, charge and spin) = 92.18 kJ/mol
SMILES = C=O.SCl

---

Record 5
CH3ClOS2 | ωB97M-V/def2-TZVPD

Last column: natural (NBO) charge in e.
Atoms and positions in Å:
C (-0.855, 0.119, 0.194)  -0.8843
O (-0.135, -2.025, -0.575)  -0.9242
S (1.626, 0.200, -1.233)  0.1548
S (0.533, -0.989, 0.167)  1.2382
Cl (2.630, 1.468, 0.933)  -0.3542
H (-0.849, 1.078, 0.702)  0.2553
H (-1.810, -0.363, 0.564)  0.2666
H (-1.139, 0.512, -0.752)  0.2479

Properties
F_max = 3.374 eV/A
Energy = -37322.3796 eV
2S+1 = 3
HOMO-LUMO gap (alpha / beta) = 9.62 / 6.71 eV
Charge = 0
Relative energy (zero: lowest compared OMol25 entry of this formula, charge and spin) = 102.18 kJ/mol

---

Record 6
CH3F2NO2S | ωB97M-V/def2-TZVPD

Last column: natural (NBO) charge in e.
Atoms and positions in Å:
C (-1.283, -0.189, 0.197)  -0.7974
N (2.263, -0.701, -0.518)  0.4165
O (-0.061, 1.983, 1.059)  -0.8526
O (-0.428, 1.606, -1.411)  -0.8526
F (2.566, -0.948, 0.763)  -0.1969
F (1.308, -1.645, -0.843)  -0.2402
S (-0.031, 1.153, -0.108)  1.8037
H (-0.923, -0.910, -0.518)  0.2431
H (-1.127, -0.567, 1.127)  0.2213
H (-2.285, 0.218, 0.252)  0.2552

Properties
F_max = 3.155 eV/A
Energy = -22934.3613 eV
HOMO-LUMO gap (alpha / beta) = 8.24 / 9.51 eV
Charge = 0
Relative energy (zero: lowest compared OMol25 entry of this formula, charge and spin) = 581.00 kJ/mol

---

Record 7
CH3F2NS | ωB97M-V/def2-TZVPD

Last column: natural (NBO) charge in e.
Atoms and positions in Å:
C (-1.810, 0.103, -0.075)  -0.5977
N (-0.619, 0.627, -0.431)  -0.0943
F (2.249, -1.229, 0.028)  -0.4700
F (3.771, 0.490, 0.866)  -0.4721
S (2.907, 0.169, -0.488)  0.9442
H (-2.264, 0.671, 0.757)  0.2303
H (-1.708, -0.945, 0.259)  0.2309
H (-2.526, 0.114, -0.916)  0.2286

Properties
F_max = 1.568 eV/A
Energy = -18840.6589 eV
HOMO-LUMO gap (alpha / beta) = 8.98 / 8.90 eV
Charge = 0
Relative energy (zero: lowest compared OMol25 entry of this formula, charge and spin) = 368.00 kJ/mol

---

Record 8
CH3F2PS | ωB97M-V/def2-TZVPD

Last column: natural (NBO) charge in e.
Atoms and positions in Å:
F (1.027, -0.295, -1.164)  -0.3440
C (0.310, 0.105, -0.097)  0.3667
F (1.071, -0.156, 1.030)  -0.3664
P (-1.346, -0.871, 0.061)  0.2814
S (0.022, 1.941, -0.129)  -0.0673
H (-0.697, -2.092, 0.186)  -0.0162
H (-1.197, -0.618, 1.379)  -0.0145
H (0.810, 1.986, -1.267)  0.1603

Properties
F_max = 1.777 eV/A
Energy = -26643.5038 eV
HOMO-LUMO gap = 10.71 eV
Charge = 0
Relative energy (zero: lowest compared OMol25 entry of this formula, charge and spin) = 266.47 kJ/mol
SMILES = FC(F)(P)S